{"formula": "C6H13N2S", "method": "ωB97M-V/def2-TZVPD", "energy_ev": -20240.0506, "smiles": "SN1CC[C@H]2CC[NH2+][C@H]21", "de_lowest_kcal_mol": 56.0, "homo_energy_ha": -0.4869, "lumo_energy_ev": -3.10, "spin_multiplicity": 1, "charge": 1, "symbols": ["S", "N", "N", "C", "C", "C", "C", "C", "C", "H", "H", "H", "H", "H", "H", "H", "H", "H", "H", "H", "H", "H"], "coordinates": [[3.1881, 0.2729, -0.3132], [1.5581, -0.0102, 0.3195], [-0.2209, 1.5885, 0.2489], [1.3276, -1.4988, 0.5513], [0.5764, 0.4976, -0.5791], [-0.1887, -1.6959, 0.0944], [-1.5494, 1.1069, 0.5763], [-1.9018, 0.2042, -0.6720], [-0.5462, -0.5290, -0.9149], [-0.9304, -1.7331, 1.0440], [-1.4618, 0.5046, 1.5564], [-2.1357, 2.0245, 0.8119], [-0.1852, 2.2708, -0.4971], [-0.4811, -0.8663, -1.9377], [3.6145, 0.9053, 0.8194], [0.4356, 1.8293, 0.9880], [1.1680, -1.7142, 1.5998], [-2.7634, -0.5089, -0.4267], [-2.0338, 0.7748, -1.5734], [2.1007, -1.9105, -0.0251], [0.9490, 1.2263, -1.3403], [-0.5196, -2.7390, -0.3303]], "forces_ev_per_a": [[-0.41, 0.51, 1.29], [0.79, -0.96, -1.05], [1.57, -0.36, -1.21], [-3.67, 1.82, -0.03], [-1.03, 0.98, 0.46], [-2.02, -1.64, 0.29], [-0.97, -0.43, 1.19], [0.47, -0.96, 1.90], [0.63, -0.43, 1.49], [1.84, 0.73, -1.89], [-0.21, 0.78, -1.68], [-0.19, -1.01, -0.42], [-0.84, 1.11, 0.66], [0.13, -0.12, -0.26], [0.05, -0.28, -0.61], [-0.35, 0.26, 0.32], [1.55, -0.16, 0.27], [1.22, 1.15, -0.64], [-0.83, 0.50, -0.17], [0.65, -1.75, -0.22], [0.32, -1.65, -0.07], [1.30, 1.90, 0.39]], "lowdin_charge": [0.839, -0.452, 0.064, -0.154, -0.309, -0.109, -0.116, -0.083, -0.224, 0.145, 0.158, 0.142, 0.164, 0.141, -0.106, 0.177, 0.110, 0.154, 0.109, 0.061, 0.144, 0.146]}